114
Properties=species:S:1:pos:R:3:mulliken_charge:R:1 method="wB97M-V/def2-TZVPD" max_force_ev_per_a=1.1 charge=0 e_lumo_ha=0.01848
C 0.993 -0.464 5.512 -0.847
C 2.421 -0.542 4.968 -0.022
C 3.207 -1.818 5.295 -0.974
C 2.853 -3.047 4.458 -0.515
C 1.543 -3.751 4.852 -0.904
C 0.709 -4.265 3.680 -0.967
C 0.275 -3.181 2.672 -0.092
C -1.188 -2.764 2.850 -0.036
C -2.191 -3.527 1.955 -0.816
C -3.452 -3.937 2.728 -0.936
C -4.621 -2.931 2.889 -1.043
C -4.499 -1.478 2.427 -0.232
C -3.882 -0.503 3.433 -0.389
C -3.891 0.917 2.832 -0.621
C -2.949 1.117 1.618 0.155
C -1.804 2.117 1.905 -0.914
C -0.446 1.771 1.273 -0.396
C -0.557 1.100 -0.095 0.108
C 0.782 1.094 -0.797 0.098
C 1.640 -0.109 -0.441 -0.510
O 2.546 -0.202 -1.559 -0.377
C 1.973 0.511 -2.565 0.371
O 2.540 0.840 -3.565 -0.533
O 0.695 0.845 -2.234 -0.180
H 0.328 -1.173 5.019 -0.152
H 0.994 -0.642 6.585 0.373
H 0.578 0.522 5.294 0.382
H 2.976 0.287 5.419 0.415
H 2.437 -0.347 3.892 -0.034
H 3.148 -2.031 6.365 0.353
H 4.257 -1.586 5.091 0.376
H 3.656 -3.777 4.584 0.433
H 2.868 -2.765 3.404 0.311
H 0.933 -3.139 5.518 0.384
H 1.822 -4.621 5.452 0.434
H 1.302 -5.028 3.166 0.423
H -0.168 -4.792 4.064 0.381
H 0.895 -2.296 2.838 -0.125
H 0.478 -3.535 1.661 0.534
H -1.479 -2.855 3.898 0.512
H -1.266 -1.695 2.618 -0.626
H -2.395 -2.997 1.026 0.368
H -1.700 -4.463 1.667 0.571
H -3.129 -4.279 3.710 0.421
H -3.872 -4.818 2.234 0.441
H -4.900 -2.943 3.946 0.240
H -5.482 -3.339 2.357 0.347
H -4.029 -1.361 1.450 0.205
H -5.530 -1.147 2.289 0.467
H -4.489 -0.473 4.343 0.568
H -2.881 -0.818 3.739 -0.089
H -3.680 1.655 3.606 0.369
H -4.909 1.080 2.479 0.111
H -3.584 1.572 0.857 0.310
H -2.597 0.159 1.245 -0.249
H -1.692 2.175 2.989 0.451
H -2.093 3.104 1.562 0.299
H 0.095 2.700 1.071 0.257
H 0.186 1.215 1.970 0.045
H -1.247 1.684 -0.709 0.179
H -0.922 0.077 -0.012 -0.140
H 1.317 2.043 -0.707 0.451
H 2.095 -0.092 0.544 0.229
H 0.980 -0.974 -0.556 0.332
C -1.164 6.264 -1.270 -1.085
S -0.007 5.394 -0.209 0.711
O -0.769 4.856 0.945 -0.615
C 0.865 6.852 0.371 -1.161
H -1.834 5.528 -1.709 0.318
H -1.733 6.979 -0.677 0.370
H -0.614 6.772 -2.062 0.390
H 0.161 7.529 0.854 0.344
H 1.351 7.342 -0.472 0.395
H 1.616 6.528 1.088 0.331
C -8.655 2.082 3.510 -1.105
S -7.496 0.716 3.652 0.771
O -7.606 -0.077 2.402 -0.649
C -8.409 -0.171 4.921 -1.094
H -8.291 2.746 2.729 0.328
H -9.639 1.698 3.241 0.336
H -8.699 2.619 4.458 0.373
H -9.409 -0.403 4.555 0.360
H -8.461 0.439 5.822 0.379
H -7.870 -1.093 5.133 0.300
C 5.029 1.623 -5.395 -0.894
S 6.775 2.008 -5.554 0.483
O 6.873 3.426 -5.991 -0.640
C 7.065 0.987 -7.001 -0.691
H 4.629 2.192 -4.561 0.300
H 4.509 1.900 -6.312 0.361
H 4.906 0.559 -5.193 0.324
H 6.408 1.306 -7.811 0.359
H 6.884 -0.058 -6.754 0.082
H 8.103 1.105 -7.303 0.330
C 7.175 -3.432 -7.383 -0.934
S 8.924 -3.043 -7.538 0.482
O 9.018 -1.623 -7.961 -0.568
C 9.208 -4.049 -8.999 -0.937
H 6.782 -2.866 -6.541 0.270
H 6.656 -3.146 -8.297 0.302
H 7.057 -4.498 -7.192 0.404
H 8.549 -3.719 -9.802 0.299
H 9.026 -5.096 -8.759 0.368
H 10.246 -3.916 -9.296 0.315
C -1.608 1.472 -4.149 -0.482
S -1.470 2.896 -5.231 0.546
O -2.520 3.862 -4.808 -0.651
C -2.078 2.073 -6.709 -0.927
H -1.315 1.788 -3.156 -0.228
H -2.641 1.122 -4.138 0.462
H -0.938 0.685 -4.491 0.329
H -3.078 1.681 -6.523 0.297
H -1.395 1.269 -6.981 0.329
H -2.114 2.809 -7.509 0.328

118
Properties=species:S:1:pos:R:3:mulliken_charge:R:1 method="wB97M-V/def2-TZVPD" max_force_ev_per_a=5.0 charge=+1 e_lumo_ha=-0.09982
C 5.677 0.113 -0.385 -0.902
C 5.512 1.653 0.065 -0.340
C 4.813 1.772 1.498 -0.452
C 3.884 3.092 1.632 -0.875
N 2.513 2.628 1.947 0.178
C 2.196 2.131 3.206 0.304
N 3.070 1.997 4.353 -0.564
C 3.323 0.747 4.436 0.657
O 3.313 -0.408 4.556 -0.303
N 0.862 1.695 3.315 -0.574
C 0.368 1.992 2.002 0.400
N -0.889 1.734 1.640 0.433
N -1.481 2.013 0.414 -0.512
C -1.752 1.067 2.687 -0.827
C -3.208 0.736 2.144 -0.238
O -3.139 -0.325 1.185 -0.157
Si -4.643 -0.647 0.404 0.495
C -4.220 -0.870 -1.468 -0.769
C -5.523 -2.241 0.969 -0.813
C -5.916 0.766 0.485 -0.997
N 1.372 2.568 1.201 0.513
C 1.412 3.033 -0.204 -0.796
C 1.182 4.613 -0.214 -0.415
C -0.163 5.089 -0.908 -0.834
C -0.468 4.402 -2.283 0.549
O -1.410 3.638 -2.472 -0.573
O 0.412 4.638 -3.335 -0.502
H 5.718 -0.555 0.545 0.097
H 6.626 -0.030 -0.999 0.366
H 4.829 -0.236 -1.045 0.256
H 6.580 2.050 0.122 0.313
H 4.970 2.206 -0.758 0.245
H 4.121 0.876 1.579 0.317
H 5.611 1.717 2.292 0.310
H 3.972 3.609 0.626 0.441
H 4.300 3.827 2.389 0.351
H -1.452 3.009 0.186 0.061
H -1.093 1.424 -0.327 0.144
H -1.265 0.097 3.040 0.349
H -1.769 1.738 3.608 0.337
H -3.643 1.703 1.759 0.333
H -3.799 0.380 3.053 0.150
H -4.932 -1.564 -1.997 0.290
H -4.188 0.168 -1.943 0.262
H -3.167 -1.307 -1.524 0.113
H -6.421 -2.376 0.273 0.272
H -4.909 -3.181 0.869 0.301
H -5.988 -2.108 2.021 0.109
H -6.895 0.438 -0.001 0.335
H -5.571 1.658 -0.142 0.292
H -6.105 1.160 1.527 0.216
H 2.429 2.858 -0.688 0.100
H 0.679 2.455 -0.842 0.539
H 1.226 5.044 0.841 0.346
H 2.042 5.122 -0.765 0.386
H -0.037 6.204 -1.122 0.463
H -1.072 5.032 -0.226 0.374
H 0.323 3.874 -3.954 0.411
C -0.340 -2.786 -0.557 -0.852
C -1.294 -3.942 -0.301 0.512
C -0.585 -5.281 -0.423 -1.243
O -2.370 -3.886 -1.237 -0.519
H 0.072 -2.838 -1.570 0.234
H -0.866 -1.829 -0.477 -0.029
H 0.488 -2.791 0.157 0.434
H -1.729 -3.846 0.698 0.255
H -0.181 -5.419 -1.428 0.142
H -1.284 -6.103 -0.247 0.357
H 0.235 -5.360 0.295 0.372
H -1.998 -3.971 -2.124 0.339
C -0.384 6.487 -7.814 -1.183
C -0.516 5.005 -7.499 0.328
C -1.578 4.756 -6.440 -1.013
O 0.740 4.504 -7.039 -0.551
H -0.085 7.050 -6.924 0.284
H 0.390 6.651 -8.567 0.320
H -1.326 6.897 -8.185 0.365
H -0.770 4.458 -8.409 0.304
H -1.319 5.260 -5.503 0.136
H -1.653 3.689 -6.216 0.289
H -2.556 5.114 -6.769 0.420
H 0.973 4.985 -6.234 0.334
C -8.086 -1.336 5.967 -1.426
C -7.072 -0.856 4.942 0.530
C -6.805 0.635 5.083 -1.151
O -7.558 -1.129 3.628 -0.505
H -9.046 -0.825 5.835 0.357
H -8.277 -2.404 5.847 0.353
H -7.734 -1.156 6.986 0.372
H -6.137 -1.410 5.062 0.260
H -7.720 1.212 4.921 0.358
H -6.082 0.969 4.333 0.151
H -6.414 0.874 6.075 0.402
H -8.385 -0.643 3.511 0.317
C 1.951 -5.145 -4.577 -1.285
C 2.614 -5.076 -3.210 0.547
C 4.066 -5.524 -3.275 -1.386
O 1.901 -5.906 -2.293 -0.500
H 1.951 -6.171 -4.959 0.332
H 0.906 -4.831 -4.513 0.304
H 2.465 -4.505 -5.298 0.393
H 2.562 -4.053 -2.827 0.210
H 4.138 -6.562 -3.613 0.356
H 4.526 -5.480 -2.285 0.319
H 4.642 -4.895 -3.957 0.380
H 1.941 -6.814 -2.622 0.326
C 6.561 -2.188 4.010 -1.159
C 5.836 -3.043 2.982 0.475
C 6.112 -4.522 3.198 -1.386
O 6.256 -2.667 1.669 -0.515
H 7.644 -2.324 3.936 0.420
H 6.362 -1.127 3.836 0.154
H 6.246 -2.440 5.025 0.365
H 4.760 -2.857 3.042 0.220
H 7.180 -4.737 3.096 0.361
H 5.595 -5.123 2.447 0.336
H 5.785 -4.844 4.189 0.373
H 7.207 -2.827 1.604 0.338

115
Properties=species:S:1:pos:R:3:mulliken_charge:R:1 method="wB97M-V/def2-TZVPD" max_force_ev_per_a=4.7 charge=-1 relative_energy_kj_mol=0.0 e_lumo_ha=0.07233
C 5.500 0.107 2.262 -0.868
C 4.402 -0.734 2.366 -0.304
P 3.440 -1.530 0.893 0.460
C 2.963 0.196 0.238 0.218
C 3.956 0.881 -0.771 -1.084
C 3.804 0.374 -2.270 0.076
C 5.166 0.374 -3.082 -0.822
C 5.382 -1.023 -3.799 -0.209
O 6.777 -1.351 -3.852 -0.434
C 7.114 -2.441 -2.998 -0.083
C 2.331 -2.449 -0.397 0.525
C 2.959 -3.751 -1.014 -0.380
C 2.001 -4.366 -2.137 -0.738
C 0.627 -4.878 -1.576 -0.856
C -0.490 -3.764 -1.475 -0.187
O -0.245 -2.657 -2.343 -0.377
C -0.748 -1.427 -1.804 0.206
O 4.907 -1.656 -0.135 -0.283
C 5.765 -2.545 0.324 0.460
N 6.441 -3.340 0.805 -0.736
H 5.523 1.105 1.773 0.191
H 6.457 -0.240 2.745 0.214
H 4.002 -0.956 3.397 0.287
H 3.755 -2.833 1.443 0.196
H 2.252 -1.474 1.754 -0.092
H 1.940 0.237 -0.231 -0.547
H 2.897 0.872 1.139 0.280
H 5.026 0.887 -0.452 0.342
H 3.664 1.975 -0.810 0.370
H 3.096 1.088 -2.775 0.577
H 3.372 -0.650 -2.345 -0.301
H 5.048 1.130 -3.907 0.237
H 6.020 0.673 -2.434 0.385
H 4.790 -1.850 -3.337 0.065
H 5.006 -0.917 -4.857 0.350
H 7.016 -3.433 -3.527 0.241
H 8.151 -2.353 -2.578 0.229
H 6.421 -2.485 -2.121 -0.235
H 1.410 -2.786 0.160 0.284
H 1.936 -1.764 -1.197 -0.829
H 3.055 -4.528 -0.205 0.414
H 3.947 -3.607 -1.514 -0.148
H 1.906 -3.674 -3.010 0.265
H 2.540 -5.280 -2.529 0.458
H 0.227 -5.653 -2.289 0.339
H 0.751 -5.423 -0.601 0.290
H -1.498 -4.181 -1.761 0.359
H -0.522 -3.455 -0.392 0.218
H -1.274 -0.840 -2.598 0.318
H -1.481 -1.649 -0.994 -0.103
H 0.101 -0.805 -1.430 -0.204
C -3.879 -2.328 0.139 -0.979
O -3.916 -0.910 0.196 -0.060
C -5.191 -0.384 -0.155 -0.467
C -5.976 0.028 1.078 -0.573
O -6.331 -1.102 1.869 -0.318
C -5.493 -1.255 3.004 -0.654
H -2.958 -2.663 0.619 0.257
H -4.728 -2.777 0.659 0.428
H -3.870 -2.658 -0.906 0.312
H -5.757 -1.102 -0.757 0.260
H -5.012 0.503 -0.770 0.378
H -6.909 0.500 0.756 0.310
H -5.416 0.759 1.670 0.345
H -5.741 -0.498 3.756 0.324
H -4.435 -1.183 2.742 0.185
H -5.676 -2.242 3.430 0.239
C -0.525 3.891 2.477 -0.682
O -1.270 3.767 1.278 -0.432
C -0.476 3.247 0.216 -0.428
C -0.749 1.772 -0.015 -0.110
O -0.314 0.987 1.086 -0.011
C -1.382 0.591 1.931 -0.644
H -1.221 4.087 3.294 0.278
H 0.032 2.979 2.706 0.284
H 0.169 4.736 2.395 0.324
H 0.589 3.416 0.407 0.055
H -0.749 3.802 -0.688 0.398
H -0.176 1.443 -0.888 0.327
H -1.810 1.598 -0.224 0.056
H -1.967 -0.196 1.448 -0.024
H -2.033 1.432 2.187 0.352
H -0.954 0.194 2.853 0.273
C -10.506 -0.915 -3.616 -0.694
O -10.762 -1.758 -2.504 -0.375
C -9.569 -2.291 -1.938 -0.643
C -9.177 -1.551 -0.670 -0.354
O -8.793 -0.208 -0.951 -0.280
C -9.818 0.723 -0.643 -0.898
H -11.427 -0.383 -3.857 0.241
H -9.726 -0.181 -3.398 0.289
H -10.212 -1.519 -4.481 0.330
H -8.752 -2.277 -2.666 0.333
H -9.776 -3.336 -1.684 0.381
H -8.307 -2.047 -0.230 0.303
H -9.988 -1.579 0.065 0.386
H -9.899 0.843 0.443 0.318
H -10.783 0.418 -1.054 0.418
H -9.545 1.684 -1.081 0.247
C 6.115 5.293 4.685 -0.685
O 5.761 6.279 3.728 -0.383
C 6.280 5.991 2.434 -0.551
C 5.209 5.414 1.523 -0.602
O 4.793 4.130 1.964 -0.186
C 3.553 4.165 2.652 -0.875
H 5.517 5.461 5.581 0.242
H 5.919 4.283 4.319 0.271
H 7.175 5.391 4.946 0.330
H 7.140 5.317 2.499 0.320
H 6.628 6.940 2.011 0.381
H 5.633 5.287 0.521 0.362
H 4.356 6.096 1.443 0.356
H 2.736 4.317 1.939 0.208
H 3.531 4.948 3.415 0.457
H 3.411 3.202 3.144 0.313

153
Properties=species:S:1:pos:R:3:mulliken_charge:R:1 method="wB97M-V/def2-TZVPD" max_force_ev_per_a=3.7 charge=0 e_lumo_ha=-0.00325
C 5.574 -3.901 -6.125 -1.410
C 5.377 -4.007 -4.659 -0.148
C 4.553 -5.265 -4.281 -0.123
C 3.391 -5.328 -5.173 0.351
N 2.462 -5.320 -5.868 -0.574
H 6.134 -3.011 -6.369 0.384
H 4.676 -3.824 -6.708 0.410
H 6.092 -4.747 -6.591 0.322
H 4.748 -3.170 -4.301 0.031
H 6.277 -3.994 -4.055 0.409
H 4.314 -5.263 -3.190 -0.051
H 5.167 -6.172 -4.417 0.398
C -5.260 1.658 -3.086 -1.177
C -4.073 2.041 -3.962 -0.779
C -2.699 1.765 -3.299 0.855
C -2.490 2.468 -2.068 0.226
N -2.474 3.030 -1.093 -0.446
H -5.344 0.605 -2.955 0.198
H -6.197 1.905 -3.601 0.420
H -5.409 2.217 -2.173 0.355
H -4.198 3.118 -4.284 0.329
H -4.172 1.438 -4.810 0.433
H -1.905 2.105 -3.930 -0.147
H -2.643 0.670 -3.138 -0.214
C 1.427 -6.234 -1.650 -0.835
C 1.683 -5.823 -0.195 -0.800
C 1.977 -4.318 -0.080 1.545
C 2.979 -3.832 -0.957 0.091
N 3.772 -3.331 -1.635 -0.628
H 0.673 -5.628 -2.153 0.106
H 1.102 -7.258 -1.657 0.477
H 2.374 -6.235 -2.238 0.076
H 2.472 -6.433 0.279 0.407
H 0.776 -5.942 0.391 0.284
H 2.257 -4.047 0.950 0.426
H 1.041 -3.803 -0.257 -0.948
C 1.861 -0.612 0.601 0.104
C 0.382 -0.307 0.813 0.834
C 0.087 1.027 -0.046 0.823
C 0.470 2.189 0.700 -0.382
N 0.842 3.181 1.186 -0.429
H 2.214 -1.578 0.933 0.088
H 2.494 0.192 1.036 -0.606
H 2.137 -0.534 -0.497 0.061
H 0.125 -0.044 1.827 -0.001
H -0.249 -1.076 0.392 -0.369
H -0.971 1.109 -0.245 -0.219
H 0.658 1.008 -1.040 -0.115
C 1.536 -1.259 6.139 -0.605
N 0.019 -1.328 5.995 0.870
O -0.369 -1.431 4.839 -0.252
O -0.622 -1.348 7.054 -0.629
H 1.735 -0.620 6.954 0.322
H 1.772 -0.753 5.211 -0.005
H 1.937 -2.259 6.397 0.301
C 1.050 2.245 -5.135 -0.887
N 0.479 0.934 -4.680 0.919
O 0.033 0.811 -3.534 -0.161
O 0.314 0.094 -5.537 -0.629
H 0.208 2.808 -5.517 0.340
H 1.790 2.005 -5.906 0.328
H 1.601 2.761 -4.368 0.209
C 3.354 4.790 -0.214 -0.772
N 3.842 3.696 0.562 0.826
O 4.236 3.894 1.710 -0.596
O 3.857 2.588 0.044 -0.318
H 3.934 5.637 0.041 0.322
H 2.325 4.889 0.143 0.275
H 3.393 4.377 -1.234 0.252
C -1.298 7.286 4.573 -0.702
N -0.124 7.248 3.620 0.959
O 0.666 6.372 3.813 -0.481
O -0.040 8.080 2.755 -0.597
H -2.133 7.055 3.927 0.247
H -1.304 8.280 5.021 0.304
H -1.131 6.511 5.315 0.240
C -4.391 -1.971 -5.281 -0.386
N -5.542 -2.660 -4.644 0.949
O -6.266 -3.196 -5.465 -0.577
O -5.609 -2.679 -3.441 -0.571
H -4.116 -2.591 -6.094 0.312
H -3.729 -1.843 -4.386 0.033
H -4.723 -0.993 -5.691 0.204
C 5.000 0.552 2.687 -0.587
N 4.396 -0.449 3.517 1.201
O 4.194 -1.526 3.085 -0.616
O 4.180 -0.138 4.636 -0.597
H 5.663 1.196 3.303 0.274
H 4.239 1.168 2.206 0.056
H 5.660 -0.001 1.964 0.259
C 5.245 0.733 -2.183 -0.484
N 4.628 1.402 -3.354 0.975
O 3.562 0.959 -3.802 -0.501
O 5.300 2.327 -3.744 -0.560
H 6.309 0.736 -2.471 0.339
H 4.916 -0.285 -2.240 0.159
H 5.120 1.188 -1.200 0.100
C -3.192 -3.067 -0.759 -0.439
N -3.214 -1.630 -0.245 0.986
O -2.782 -0.757 -0.964 -0.437
O -3.699 -1.406 0.853 -0.522
H -3.896 -3.087 -1.628 0.128
H -3.466 -3.673 0.101 0.256
H -2.193 -3.174 -1.216 -0.017
C 1.087 -2.546 -3.773 -0.686
N -0.219 -2.577 -2.986 0.806
O -0.188 -2.611 -1.771 -0.145
O -1.204 -2.580 -3.662 -0.544
H 1.154 -3.539 -4.243 0.385
H 1.817 -2.460 -2.954 -0.057
H 1.126 -1.729 -4.497 0.090
C -3.310 0.040 5.906 -0.838
N -3.364 -0.564 4.570 0.897
O -4.144 -1.482 4.417 -0.615
O -2.647 -0.114 3.727 -0.217
H -2.670 0.883 5.764 0.214
H -2.829 -0.662 6.608 0.272
H -4.376 0.310 6.080 0.337
C -2.756 2.673 2.647 -0.594
N -2.094 3.936 3.129 1.013
O -1.225 3.852 3.959 -0.439
O -2.403 4.924 2.510 -0.627
H -3.369 2.237 3.437 0.403
H -1.929 1.957 2.535 -0.082
H -3.284 2.882 1.725 0.303
C 1.850 3.476 4.361 -1.139
N 1.644 1.965 4.386 0.785
O 1.192 1.492 5.418 -0.571
O 1.831 1.386 3.304 -0.007
H 1.845 3.868 3.354 0.212
H 2.738 3.639 4.836 0.554
H 0.991 3.931 4.923 0.282
C -0.872 5.928 -1.007 -0.595
N -0.251 5.313 -2.213 0.943
O -0.790 5.464 -3.262 -0.568
O 0.814 4.664 -2.082 -0.479
H -0.180 6.489 -0.406 0.276
H -1.319 5.087 -0.427 0.132
H -1.580 6.582 -1.507 0.316
C -1.854 -3.642 3.353 -0.713
N -0.661 -3.859 2.469 0.954
O 0.138 -4.671 2.933 -0.587
O -0.482 -3.231 1.464 -0.332
H -1.958 -2.536 3.486 -0.009
H -1.735 -4.173 4.340 0.335
H -2.777 -4.105 2.938 0.265
C -7.097 -1.033 3.466 -0.667
N -6.862 -0.311 4.750 0.975
O -7.486 -0.685 5.732 -0.561
O -6.058 0.614 4.814 -0.547
H -6.992 -2.080 3.771 0.286
H -6.316 -0.813 2.773 0.217
H -8.083 -0.783 3.058 0.308

E in eV, matching the order above: -103834.5082, -68536.2731, -66588.9547, -123024.6481